## A
Entry from the Open Molecules 2025 dataset: an isolated molecule of C2H6N6 (wB97M-V/def2-TZVPD).

Properties
Kohn-Sham gap = 8.618 eV
HOMO level = -0.30174 hartree
multiplicity = 1

Cartesian coordinates (Å):
C 0.053 0.020 0.807
C 1.344 -0.388 1.565
H -1.470 1.619 -0.479
H -2.927 0.832 0.540
H 1.607 -0.252 2.681
H 2.352 -0.603 -1.301
H -1.065 0.419 -1.875
H -1.054 -1.110 -1.322
N -1.788 0.789 0.062
N -1.058 0.296 1.242
N 2.346 -0.660 0.729
N 1.551 -0.835 -0.490
N 0.471 0.142 -0.514
N -0.361 -0.269 -1.645

## B
Entry from the Open Molecules 2025 dataset: a structure of composition C2H6N6 (wB97M-V/def2-TZVPD).

Properties
Kohn-Sham gap = 8.178 eV
HOMO level = -0.28946 hartree
multiplicity = 1

Cartesian coordinates (Å):
C 0.134 0.611 0.311
C 0.207 0.100 1.673
H -0.021 1.683 -2.309
H 1.052 2.870 -1.628
H 0.913 0.380 2.513
H -0.720 -2.163 0.270
H 1.197 -0.851 -1.654
H -0.671 -1.524 -2.349
N 0.753 1.827 -1.548
N 0.574 1.651 -0.153
N -0.390 -1.068 1.765
N -0.952 -1.260 0.637
N -0.615 -0.463 -0.402
N 0.089 -1.354 -1.263

Which is most stable, and by how much? A, by 0.315 eV.

## A
Entry from the Open Molecules 2025 dataset: a cluster of 2 separate species, CH8N5 in total (wB97M-V/def2-TZVPD).

Properties
Kohn-Sham gap = 10.294 eV
net charge = +1
HOMO level = -0.52452 hartree
multiplicity = 1

Cartesian coordinates (Å):
C 0.175 1.699 -0.384
N 1.105 0.780 -0.021
N 1.466 0.009 0.864
N -1.007 1.257 -0.767
N 2.405 -0.869 0.585
N -1.902 -1.208 0.103
H 0.521 2.718 -0.368
H -1.423 0.348 -0.387
H -1.601 1.910 -1.256
H 2.853 -0.885 -0.339
H 2.826 -1.335 1.376
H -2.641 -1.438 0.710
H -0.966 -1.135 0.560
H -1.808 -1.852 -0.676

## B
Entry from the Open Molecules 2025 dataset: a cluster of 2 separate species, CH8N5 in total (wB97M-V/def2-TZVPD).

Properties
Kohn-Sham gap = 11.733 eV
net charge = +1
HOMO level = -0.52508 hartree
multiplicity = 1

Cartesian coordinates (Å):
C -1.082 -0.611 -1.190
N -1.399 0.289 -0.324
N -1.920 -1.443 -1.772
N 2.568 0.392 1.725
N 1.406 0.226 1.191
N 0.733 1.188 0.808
H -2.360 0.395 -0.027
H -1.605 -2.145 -2.423
H -0.580 0.803 0.192
H 3.064 -0.426 2.038
H 2.985 1.318 1.853
H 1.129 2.134 0.935
H -2.909 -1.419 -1.559
H -0.030 -0.700 -1.447

Which is most stable, and by how much? B, by 1.201 eV.